Density functional theory data (ωB97M-V with the def2-TZVPD basis set) for the ion C7H14NO4P with charge -2.

Its charge is -2. Its energy is -972.2391 Eh. For the energy relative to the best compared isomer or geometry (same formula, charge and spin), the calculation gives 0.0 kJ/mol. The structure (SMILES) is CCC(CC)(/C([O-])=N/C)[P@@](=O)([O-])O.

Each line ends with the Löwdin charge.
Atoms and positions in Å:
C: -0.80450 1.06234 -0.50124  -0.5570
C: -1.57519 -1.34321 1.06558  -0.1172
C: 1.02051 -2.34036 -1.07226  -0.1450
C: -1.41285 3.19610 -0.01672  -0.1904
C: -0.07537 -0.83698 1.14493  -0.2540
C: 0.30234 -0.98826 -1.30398  -0.2593
C: 0.43552 -0.12286 -0.07106  -0.3976
N: -0.64514 2.05327 0.28773  -0.0398
O: 2.88594 -0.56518 0.89508  -0.4024
O: 2.80576 1.01103 -1.19873  -0.4186
O: -1.54276 0.76376 -1.43905  -0.0749
O: 1.93885 1.70555 1.16670  -0.2229
P: 2.18981 0.48313 0.09472  0.2873
H: -1.66035 -2.21548 0.51194  0.0087
H: -2.28713 -0.62294 0.61729  0.0669
H: -1.79373 -1.65282 2.13352  0.0660
H: 1.43916 -2.80867 -1.94841  0.0316
H: 0.39498 -3.17677 -0.62192  0.0655
H: 1.93270 -2.39149 -0.48697  0.0434
H: -0.83810 4.01799 -0.23599  0.0282
H: -1.92897 3.11655 -0.93957  0.0411
H: -2.12095 3.35389 0.78412  0.0549
H: 0.43692 -1.70872 1.61864  0.0989
H: -0.07437 0.00739 1.98017  0.1276
H: -0.81402 -1.29157 -1.54916  0.1324
H: 0.78433 -0.54570 -2.10900  0.0679
H: 1.00660 1.84003 1.19365  -0.0413



Density functional theory data (ωB97M-V with the def2-TZVPD basis set) for a structure of composition C31H32F4N2O3PdS2.

Its charge is -2. Its energy is -2859.4256 Eh. For the energy relative to the best compared isomer or geometry (same formula, charge and spin), the calculation gives 0.0 kJ/mol.

Each line ends with the Löwdin charge.
Atoms and positions in Å:
Pd: -0.33257 0.71350 0.17155  0.2524
C: 3.75203 3.11927 0.52265  -0.0584
C: 3.81259 2.09038 -0.60718  -0.3716
C: 4.93075 2.40836 -1.59702  -0.0748
C: 3.92133 0.68966 -0.03499  -0.1442
C: 5.07844 0.32383 0.63760  -0.0682
C: 5.19067 -0.91612 1.24875  -0.1184
C: 4.10511 -1.77376 1.21151  -0.0716
C: 2.92085 -1.44211 0.55557  -0.1442
C: 1.75599 -2.40521 0.70080  -0.3721
C: 0.96170 -2.69905 -0.57229  -0.0711
C: 0.83534 -1.86300 1.79496  -0.0642
C: 2.82805 -0.20564 -0.11850  -0.1914
N: 1.69287 0.19092 -0.84966  0.0116
C: 1.86078 0.11972 -2.18085  -0.2761
C: 2.89697 -0.56695 -2.87011  -0.0524
C: 2.98958 -0.60221 -4.25522  -0.1536
C: 2.06429 0.03712 -5.06458  -0.1614
C: 1.02799 0.73238 -4.43000  -0.0604
C: 0.94605 0.76979 -3.06450  -0.2314
F: -0.06064 1.49572 -2.52271  0.0091
H: 3.64174 4.12851 0.11465  0.0704
H: 4.66611 3.09787 1.12583  0.0679
H: 2.90309 2.92334 1.17933  0.0714
H: 2.86312 2.14478 -1.13585  0.1202
H: 5.91247 2.40489 -1.11180  0.0606
H: 4.78086 3.40217 -2.02857  0.0683
H: 4.94891 1.68303 -2.41208  0.0706
H: 5.90169 1.02985 0.69234  0.0958
H: 6.09944 -1.20089 1.76827  0.0794
H: 4.15958 -2.73537 1.71456  0.0954
H: 2.19165 -3.35486 1.04275  0.1126
H: 0.27141 -1.88607 -0.80297  0.0492
H: 0.37551 -3.61336 -0.43103  0.0665
H: 1.61588 -2.83456 -1.43670  0.0712
H: 0.52876 -0.86650 1.44868  0.0348
H: 1.35817 -1.75261 2.74865  0.0795
H: -0.04533 -2.48981 1.93484  0.0569
H: 3.64423 -1.09228 -2.28747  0.1020
H: 3.81207 -1.15562 -4.69962  0.0805
H: 2.13370 0.00620 -6.14466  0.0680
H: 0.26442 1.26743 -4.98335  0.1018
F: -0.91355 4.85328 1.44999  0.1071
C: -1.66374 3.74071 1.45412  -0.6639
F: -1.77097 3.32919 0.18457  0.0913
F: -2.89865 4.11068 1.85053  0.0881
S: -0.93438 2.48185 2.58947  0.4409
O: -1.65479 1.23030 2.33652  -0.3662
O: -1.24822 3.09642 3.86586  -0.3347
O: 0.45204 2.45229 2.21860  -0.3311
N: -2.39671 -0.62047 -1.66071  -0.3521
S: -3.67865 -1.28169 -1.07051  0.9269
C: -3.32082 -2.16729 0.45320  -0.3783
C: -3.32469 -3.55433 0.41496  -0.1057
C: -3.01020 -4.27768 1.55788  -0.1063
C: -2.68715 -3.60703 2.72842  -0.1064
C: -2.66023 -2.21826 2.75343  -0.0777
C: -2.97012 -1.49064 1.61635  -0.0663
C: -4.82854 -0.09639 -0.31907  -0.3940
C: -4.42048 1.20747 -0.11187  -0.0676
C: -5.31607 2.11890 0.43790  -0.0659
C: -6.60661 1.72486 0.75353  -0.1035
C: -7.01501 0.41538 0.52122  -0.1084
C: -6.12425 -0.49587 -0.02000  -0.1062
H: -1.78881 -0.22541 -0.89112  -0.0724
H: -3.56919 -4.06340 -0.51005  0.0958
H: -3.01027 -5.36059 1.52827  0.0906
H: -2.42784 -4.16697 3.61925  0.0937
H: -2.36537 -1.69018 3.65085  0.1123
H: -2.89930 -0.41075 1.63112  0.0773
H: -3.40578 1.48437 -0.37653  0.0930
H: -4.99051 3.13207 0.62779  0.0956
H: -7.29982 2.43826 1.18351  0.0914
H: -8.02645 0.10919 0.76214  0.0901
H: -6.43050 -1.52103 -0.20120  0.1018



Density functional theory data (ωB97M-V with the def2-TZVPD basis set) for an isolated molecule of C2H4N2OS2.

Its energy is -1059.7423 Eh. For the energy relative to the best compared isomer or geometry (same formula, charge and spin), the calculation gives 2.4 kJ/mol. The structure (SMILES) is NC(=S)SNC=O.

Each line ends with the Löwdin charge.
Atoms and positions in Å:
C: 1.43434 0.52610 0.62121  -1.2371
C: -1.43712 -0.55240 -1.00554  -0.4137
H: 1.16598 -0.75153 2.12768  0.0894
H: 0.16009 -1.09915 0.74031  0.0775
H: -1.46999 1.49344 -0.91531  0.1015
H: -2.55955 -0.50417 -1.17988  0.1494
N: 0.76696 -0.44464 1.26691  0.0426
N: -0.85275 0.67726 -0.93761  -0.3113
O: -0.85192 -1.60625 -0.87197  -0.0014
S: 2.81693 1.26655 1.13215  0.5706
S: 0.82703 0.99478 -0.97796  0.9325